# 1
The following is a quantum chemistry calculation of C28H31AsBClCoIN9O6S as an isolated structure at a distorted geometry, from the Open Molecules 2025 dataset.

Output
Gap between HOMO and LUMO = 8.34 eV
Energy above the lowest of the compared OMol25 structures with the same formula, charge and spin = 57.35 kcal per mole
Charge = -1
DFT total energy = -6829.4919 hartree

Structure (XYZ):
```
80
C28H31AsBClCoIN9O6S, DFT the ωB97M-V functional and the def2-TZVPD basis
Co 0.5361 -0.8519 -0.3100
C -2.8440 -2.3460 0.1586
C -1.9237 -1.9236 1.2520
C -2.1713 -2.2262 2.5976
C -1.1723 -1.6131 3.3032
N -0.3726 -0.9750 2.4364
N -0.8040 -1.1945 1.1607
B 0.6079 0.1491 2.8123
N 2.0466 -0.3116 2.4592
C 3.1791 -0.4607 3.1586
C 4.2000 -0.7351 2.2817
C 3.5987 -0.7406 1.0199
C 4.3582 -0.9860 -0.2481
N 2.2872 -0.4986 1.1417
N 0.3298 1.4414 2.0196
C 0.3313 2.6843 2.5352
C -0.0252 3.5570 1.5414
C -0.2585 2.7491 0.4136
C -0.7223 3.2595 -0.9101
N -0.0379 1.4671 0.7086
N 0.3908 0.4985 4.3076
C 1.1460 0.5219 5.4307
C 0.3709 0.9784 6.4677
C -0.8864 1.2248 5.8812
C -2.1343 1.7400 6.5245
N -0.8625 0.9373 4.5945
H -3.7785 -2.6693 0.6200
H -2.4457 -3.1685 -0.4310
H -3.0568 -1.5226 -0.5196
H -2.9950 -2.8017 2.9824
H -1.0062 -1.5472 4.3629
H 3.2141 -0.3791 4.2252
H 5.2376 -0.9100 2.5086
H 5.2397 -1.5828 -0.0143
H 4.6965 -0.0458 -0.6889
H 3.7874 -1.5122 -1.0039
H 0.5844 2.8619 3.5662
H -0.1242 4.6274 1.6045
H -0.9616 4.3190 -0.8105
H -1.6012 2.7239 -1.2547
H 0.0254 3.1428 -1.6939
H 2.1792 0.2388 5.4572
H 0.6691 1.1154 7.4936
H -1.9803 1.8980 7.5916
H -2.9561 1.0354 6.3948
H -2.4388 2.6863 6.0764
O -0.0123 -2.4650 -3.9438
As -1.4060 -2.0725 -2.9170
O -2.2906 -3.4466 -2.8211
O -0.7338 -1.6886 -1.4258
C -2.5779 -0.7751 -3.7921
C -3.8492 -1.3078 -3.9909
C -4.8721 -0.5234 -4.5106
C -4.6342 0.8036 -4.8230
C -3.3637 1.3363 -4.6453
C -2.3385 0.5518 -4.1455
S -0.6950 1.2337 -4.0613
O 0.0745 0.4040 -4.9752
O -0.8095 2.6242 -4.4614
O -0.3325 1.0386 -2.6624
H -0.2991 -3.2219 -4.4707
H -4.0224 -2.3382 -3.7093
H -5.8553 -0.9540 -4.6552
H -5.4300 1.4247 -5.2163
H -3.1362 2.3605 -4.9082
Cl 0.5749 -3.8244 0.7478
C 1.3147 -2.6382 -0.3360
H 1.1801 -2.9957 -1.3503
H 2.3533 -2.5899 -0.0495
I 3.1163 -1.4196 -5.5968
C 2.8198 -0.3376 -3.8510
C 3.3383 0.9317 -3.6960
C 3.0885 1.6004 -2.5080
C 2.3428 0.9807 -1.5285
N 1.8442 -0.2518 -1.6896
C 2.0536 -0.8899 -2.8385
H 3.9111 1.3962 -4.4871
H 3.4597 2.6023 -2.3435
H 2.1319 1.4576 -0.5856
H 1.5982 -1.8613 -2.9571
```



# 2
The following is a quantum chemistry calculation of C28H31AsN4O5SZn as an isolated structure, from the Open Molecules 2025 dataset.

Output
Gap between HOMO and LUMO = 7.49 eV
Charge = 0
DFT total energy = -6094.2354 hartree

Structure (XYZ):
```
71
C28H31AsN4O5SZn, DFT the ωB97M-V functional and the def2-TZVPD basis
Zn -0.5150 0.2954 0.3068
S 0.2624 0.9632 2.3930
C 2.0110 1.1316 2.2811
C 2.6383 1.7471 3.3741
C 4.0115 1.8792 3.4310
C 4.8014 1.4025 2.3920
C 4.1947 0.8143 1.2980
C 2.8078 0.6746 1.2206
As 1.9717 -0.1160 -0.3470
C 3.4639 -0.0258 -1.6079
C 3.6775 1.1969 -2.2403
C 4.7293 1.3478 -3.1287
C 5.5654 0.2745 -3.4036
C 5.3495 -0.9471 -2.7844
C 4.3016 -1.0986 -1.8869
C 2.0199 -2.0031 0.1580
C 2.2238 -2.4238 1.4678
C 2.1226 -3.7699 1.7983
C 1.8363 -4.7111 0.8187
C 1.6543 -4.3026 -0.4967
C 1.7308 -2.9570 -0.8201
H 2.0105 2.1120 4.1766
H 4.4678 2.3561 4.2900
H 5.8790 1.4935 2.4329
H 4.8084 0.4528 0.4814
H 3.0124 2.0272 -2.0312
H 4.8967 2.3003 -3.6148
H 6.3874 0.3908 -4.0982
H 5.9985 -1.7868 -2.9981
H 4.1516 -2.0470 -1.3889
H 2.4623 -1.6942 2.2339
H 2.2880 -4.0882 2.8201
H 1.7628 -5.7601 1.0776
H 1.4576 -5.0342 -1.2717
H 1.5692 -2.6330 -1.8429
C -2.1748 -4.5597 -1.4195
O -1.6721 -3.2899 -1.8215
C -1.3732 -2.3611 -0.9193
O -0.9649 -1.2730 -1.2787
N -1.5262 -2.6862 0.3872
N -1.1946 -1.7077 1.3177
H -2.3796 -5.0941 -2.3416
H -3.1051 -4.4619 -0.8559
H -1.4322 -5.1121 -0.8401
H -1.9178 -3.5606 0.6862
H -0.5203 -2.0570 1.9873
H -2.0160 -1.3331 1.7860
C -2.8487 4.0306 1.7529
C -4.1725 3.3272 1.4497
C -4.1320 2.4463 0.1792
C -5.4875 1.7434 -0.0283
C -5.4830 0.7953 -1.2286
C -3.9006 3.3695 -1.0101
O -4.7135 4.1995 -1.3532
N -2.7144 3.2250 -1.6864
C -1.6523 2.3946 -1.3266
O -0.5842 2.4754 -1.9014
N -1.8816 1.5117 -0.3151
C -3.0444 1.4047 0.3694
O -3.1871 0.4891 1.1808
H -2.9486 4.6469 2.6459
H -2.5498 4.6828 0.9293
H -2.0467 3.3109 1.9297
H -4.9615 4.0662 1.3025
H -4.4513 2.6886 2.2894
H -6.2391 2.5186 -0.1766
H -5.7298 1.1957 0.8826
H -5.2933 1.3415 -2.1553
H -6.4459 0.2940 -1.3252
H -4.7115 0.0320 -1.1168
H -2.5551 3.8457 -2.4661
```



gap between HOMO and LUMO of number 2 (C28H31AsN4O5SZn)?
7.49 eV